[1]
129
Properties=species:S:1:pos:R:3:lowdin_charge:R:1 method="wB97M-V/def2-TZVPD" smiles=CC1(C)CCCC(C)(C)N1O.CC1(C)CCCC(C)(C)N1O.CC1(C)CCCC(C)(C)N1O.CC1(C)CCCC(C)(C)N1O.O.O.O e_tot_ha=-2166.4197 e_lumo_ev=0.22 de_lowest_kcal_mol=0.0
C 2.79 -2.87 3.99 -0.05
C 2.80 -1.40 4.34 -0.53
C 1.40 -0.97 4.88 -0.02
C 3.92 -1.27 5.39 -0.13
C 4.24 0.20 5.64 -0.17
C 4.67 0.81 4.32 -0.17
C 3.63 0.80 3.26 -0.53
C 2.43 1.73 3.56 -0.02
C 4.20 1.17 1.88 -0.02
N 3.27 -0.65 3.15 -0.07
O 2.19 -0.74 2.22 -0.07
H 2.66 -3.42 4.91 0.09
H 1.99 -3.06 3.27 0.08
H 3.78 -3.05 3.54 0.09
H 1.28 -0.03 5.43 0.07
H 0.66 -1.03 4.07 0.06
H 1.16 -1.77 5.59 0.09
H 3.63 -1.72 6.34 0.12
H 4.79 -1.81 4.96 0.13
H 3.38 0.79 6.00 0.11
H 5.03 0.38 6.36 0.11
H 5.53 0.25 3.93 0.13
H 4.97 1.86 4.33 0.13
H 1.64 1.56 2.82 0.08
H 2.89 2.69 3.34 0.08
H 2.06 1.77 4.59 0.07
H 3.47 1.24 1.07 0.08
H 4.92 0.40 1.64 0.09
H 4.69 2.15 1.97 0.09
H 2.50 -0.99 1.34 0.06
C -4.86 -1.38 4.82 -0.04
C -4.36 -0.51 3.66 -0.49
C -4.17 -1.48 2.40 -0.01
C -5.33 0.64 3.32 -0.13
C -4.72 1.52 2.26 -0.18
C -3.44 2.15 2.81 -0.13
C -2.43 1.11 3.25 -0.53
C -1.69 0.45 2.07 -0.02
C -1.34 1.71 4.12 -0.02
N -3.12 0.16 4.13 -0.09
O -2.23 -0.85 4.52 -0.06
H -5.86 -1.70 4.54 0.08
H -4.22 -2.26 5.02 0.09
H -4.92 -0.73 5.69 0.09
H -5.16 -1.91 2.25 0.08
H -3.85 -1.01 1.46 0.05
H -3.50 -2.31 2.60 0.08
H -6.30 0.19 3.13 0.12
H -5.46 1.27 4.22 0.13
H -4.43 0.91 1.39 0.09
H -5.37 2.33 1.89 0.12
H -3.72 2.86 3.58 0.12
H -2.81 2.68 2.07 0.12
H -2.41 0.25 1.26 0.05
H -1.24 -0.51 2.36 0.08
H -0.94 1.14 1.65 0.09
H -0.55 0.98 4.27 0.05
H -1.81 2.02 5.05 0.09
H -0.98 2.56 3.55 0.09
H -2.09 -1.56 3.87 0.08
C 1.74 -0.77 -4.81 -0.02
C 2.67 -1.89 -4.31 -0.51
C 2.22 -3.19 -5.11 -0.02
C 4.12 -1.64 -4.55 -0.15
C 5.03 -2.59 -3.81 -0.17
C 4.70 -2.69 -2.32 -0.12
C 3.21 -2.97 -2.04 -0.49
C 2.87 -4.49 -2.30 -0.02
C 2.86 -2.63 -0.58 -0.03
N 2.40 -2.03 -2.87 -0.11
O 1.05 -2.45 -2.77 -0.05
H 1.83 0.11 -4.18 0.07
H 2.02 -0.53 -5.84 0.09
H 0.72 -1.17 -4.79 0.07
H 2.79 -4.08 -4.88 0.05
H 1.14 -3.34 -4.98 0.08
H 2.43 -2.95 -6.15 0.08
H 4.19 -1.70 -5.64 0.12
H 4.39 -0.61 -4.30 0.13
H 4.96 -3.62 -4.18 0.11
H 6.07 -2.29 -3.97 0.12
H 4.93 -1.76 -1.79 0.12
H 5.21 -3.51 -1.80 0.12
H 1.80 -4.70 -2.26 0.08
H 3.34 -5.05 -1.49 0.08
H 3.31 -4.90 -3.23 0.06
H 2.92 -1.54 -0.48 0.07
H 3.63 -3.10 0.04 0.10
H 1.88 -3.01 -0.33 0.09
H 0.65 -1.84 -2.15 0.06
C -1.62 2.58 -1.65 -0.01
C -2.73 3.31 -2.46 -0.47
C -3.71 3.88 -1.47 -0.05
C -2.20 4.43 -3.36 -0.16
C -1.41 3.86 -4.47 -0.17
C -2.44 3.05 -5.28 -0.14
C -2.97 1.83 -4.56 -0.53
C -4.14 1.21 -5.29 -0.03
C -1.90 0.72 -4.29 0.00
N -3.56 2.36 -3.33 -0.08
O -3.99 1.29 -2.56 -0.08
H -2.07 1.72 -1.16 0.07
H -1.29 3.25 -0.86 0.09
H -0.72 2.30 -2.20 0.06
H -4.62 4.32 -1.90 0.09
H -3.21 4.64 -0.87 0.09
H -4.04 3.12 -0.75 0.07
H -3.06 4.94 -3.81 0.13
H -1.71 5.16 -2.72 0.12
H -0.61 3.17 -4.21 0.11
H -0.97 4.63 -5.12 0.12
H -1.94 2.62 -6.17 0.13
H -3.26 3.68 -5.63 0.13
H -4.51 0.40 -4.68 0.07
H -4.89 2.00 -5.41 0.09
H -3.76 0.82 -6.24 0.09
H -2.27 -0.12 -3.70 0.07
H -1.56 0.33 -5.25 0.08
H -0.98 1.08 -3.83 0.06
H -4.91 1.31 -2.30 0.13
O 2.48 0.75 -1.80 -0.09
H 2.41 -0.18 -2.12 -0.01
H 1.59 1.03 -1.53 0.01
O -2.77 -0.86 -1.24 -0.05
H -2.96 -1.71 -1.66 0.07
H -3.18 -0.19 -1.80 0.00
O -0.04 -0.52 -0.90 -0.06
H 0.20 -0.41 0.03 0.05
H -1.01 -0.56 -0.90 0.00


[2]
127
Properties=species:S:1:pos:R:3:lowdin_charge:R:1 method="wB97M-V/def2-TZVPD" e_tot_ha=-2420.7367 e_lumo_ev=0.49
C -0.03 5.16 4.98 -0.11
C -0.04 3.66 4.66 -0.25
C 1.26 3.16 4.00 -0.20
C 1.12 2.91 2.49 -0.20
C 1.75 1.59 2.02 -0.22
C 2.41 1.76 0.66 -0.22
C 3.02 0.46 0.10 -0.20
C 4.44 0.68 -0.44 -0.20
C 4.79 -0.22 -1.64 -0.21
C 5.74 -1.36 -1.27 -0.21
C 5.64 -2.60 -2.17 -0.20
C 4.61 -3.64 -1.72 -0.18
C 3.24 -3.08 -1.39 -0.24
O 2.35 -4.09 -0.90 -0.31
S 1.44 -4.99 -1.92 0.95
O 0.47 -5.51 -1.02 -0.36
O 0.61 -3.78 -2.77 -0.30
O 0.25 -4.48 -3.98 -0.18
C 0.03 -3.56 -5.05 -0.16
C 1.17 -3.47 -6.06 -0.33
C 2.55 -3.62 -5.44 -0.05
C 1.05 -2.24 -6.98 -0.14
C 0.62 -0.91 -6.36 -0.44
C 0.79 0.18 -7.42 -0.08
C 1.43 -0.49 -5.15 -0.07
H 0.22 5.35 6.02 0.07
H -0.99 5.60 4.76 0.06
H 0.70 5.68 4.37 0.06
H -0.89 3.41 4.04 0.09
H -0.13 3.12 5.60 0.09
H 2.00 3.94 4.13 0.10
H 1.57 2.25 4.50 0.09
H 0.08 2.97 2.20 0.10
H 1.63 3.71 1.96 0.10
H 0.95 0.86 1.93 0.11
H 2.47 1.27 2.76 0.11
H 1.64 2.12 -0.02 0.12
H 3.17 2.53 0.76 0.10
H 2.41 0.15 -0.75 0.10
H 3.00 -0.32 0.85 0.11
H 4.56 1.71 -0.73 0.10
H 5.14 0.47 0.37 0.11
H 3.90 -0.58 -2.12 0.08
H 5.30 0.41 -2.37 0.11
H 5.48 -1.67 -0.26 0.11
H 6.74 -0.96 -1.25 0.11
H 6.61 -3.08 -2.15 0.11
H 5.47 -2.29 -3.20 0.11
H 5.02 -4.10 -0.82 0.12
H 4.54 -4.40 -2.48 0.11
H 2.84 -2.53 -2.23 0.10
H 3.34 -2.37 -0.57 0.11
H -0.83 -3.96 -5.57 0.13
H -0.26 -2.61 -4.61 0.10
H 1.07 -4.34 -6.70 0.13
H 2.85 -2.75 -4.87 0.06
H 3.27 -3.72 -6.25 0.08
H 2.61 -4.51 -4.83 0.07
H 0.32 -2.47 -7.75 0.12
H 2.01 -2.08 -7.46 0.12
H -0.42 -0.95 -6.06 0.10
H 1.85 0.38 -7.52 0.08
H 0.27 1.09 -7.15 0.08
H 0.46 -0.19 -8.38 0.08
H 2.49 -0.56 -5.36 0.08
H 1.22 -1.08 -4.26 0.07
H 1.22 0.54 -4.91 0.08
C -6.19 0.72 -6.15 -0.08
C -5.55 -0.04 -7.30 -0.28
O -4.17 0.24 -7.47 -0.15
C -3.34 -0.06 -6.36 -0.27
C -3.35 -1.52 -5.95 -0.07
H -6.06 1.79 -6.28 0.07
H -7.26 0.50 -6.10 0.08
H -5.75 0.44 -5.19 0.06
H -6.02 0.25 -8.24 0.12
H -5.71 -1.12 -7.19 0.11
H -3.59 0.58 -5.51 0.10
H -2.33 0.22 -6.68 0.10
H -4.33 -1.85 -5.62 0.07
H -2.65 -1.68 -5.13 0.07
H -3.06 -2.16 -6.79 0.08
C -1.69 -1.53 7.29 -0.07
C -1.21 -0.26 6.60 -0.28
O -0.12 -0.46 5.71 -0.17
C -0.35 -1.34 4.63 -0.28
C -1.47 -0.90 3.70 -0.07
H -0.87 -2.00 7.83 0.07
H -2.49 -1.29 7.99 0.08
H -2.07 -2.26 6.58 0.07
H -0.84 0.44 7.35 0.11
H -2.03 0.24 6.08 0.11
H -0.53 -2.36 4.99 0.11
H 0.58 -1.37 4.07 0.11
H -2.44 -0.87 4.21 0.07
H -1.56 -1.59 2.86 0.08
H -1.27 0.10 3.31 0.07
C -6.75 3.80 -1.93 -0.08
C -5.39 4.46 -1.88 -0.28
O -4.32 3.61 -2.23 -0.16
C -4.36 3.04 -3.52 -0.29
C -4.36 4.07 -4.64 -0.07
H -6.77 2.93 -1.27 0.08
H -7.52 4.50 -1.60 0.08
H -7.01 3.46 -2.93 0.06
H -5.18 4.80 -0.87 0.12
H -5.38 5.36 -2.51 0.11
H -5.22 2.37 -3.62 0.09
H -3.47 2.42 -3.61 0.11
H -5.24 4.71 -4.61 0.07
H -4.34 3.58 -5.62 0.07
H -3.48 4.71 -4.56 0.08
C 1.42 -2.09 10.34 -0.08
C 1.20 -0.66 9.89 -0.28
O 0.32 0.08 10.72 -0.16
C 0.72 0.22 12.07 -0.28
C 2.05 0.94 12.26 -0.08
H 0.47 -2.62 10.40 0.08
H 2.07 -2.61 9.63 0.08
H 1.90 -2.14 11.32 0.06
H 0.74 -0.66 8.90 0.10
H 2.16 -0.13 9.78 0.11
H 0.73 -0.75 12.58 0.11
H -0.07 0.81 12.54 0.12
H 2.88 0.38 11.81 0.07
H 2.26 1.06 13.32 0.08
H 2.02 1.92 11.79 0.08


[3]
131
Properties=species:S:1:pos:R:3:lowdin_charge:R:1 method="wB97M-V/def2-TZVPD" e_tot_ha=-4148.4522 total_charge=-1 e_lumo_ev=1.97
C 5.67 -5.81 1.69 -0.12
O 5.54 -5.14 2.97 -0.14
B 4.34 -4.36 2.92 -0.70
O 4.35 -3.26 2.04 0.05
Ga 2.77 -4.94 4.17 0.10
I 3.22 -7.34 5.17 0.14
C 0.93 -5.03 3.20 -0.35
C 0.39 -6.36 2.92 -0.12
C -0.93 -6.43 2.26 -0.08
C -1.59 -5.15 1.95 -0.10
C -0.88 -3.94 2.30 -0.19
N 0.34 -3.83 2.91 0.01
H 4.64 -6.02 1.32 0.09
H 6.28 -5.21 0.97 0.09
H 6.23 -6.78 1.86 0.09
H 3.44 -2.98 1.81 0.08
H 2.64 -3.90 5.38 -0.08
H 0.88 -7.32 3.17 0.03
H -1.42 -7.40 2.02 0.08
H -2.59 -5.12 1.48 0.08
H -1.40 -2.97 2.06 0.08
C -1.33 1.30 2.77 -0.10
C -0.03 1.95 3.23 -0.27
N 0.26 1.70 4.63 -0.20
C 1.31 2.55 5.17 -0.26
C 2.71 2.41 4.57 -0.09
C 0.33 0.30 5.03 -0.24
C 1.33 -0.60 4.29 -0.08
H -2.17 1.58 3.41 0.08
H -1.56 1.62 1.75 0.07
H -1.25 0.21 2.75 0.06
H -0.15 3.03 3.09 0.12
H 0.79 1.63 2.58 0.10
H 1.38 2.42 6.25 0.11
H 1.00 3.60 5.03 0.10
H 3.20 1.49 4.90 0.06
H 3.35 3.23 4.90 0.07
H 2.70 2.42 3.48 0.05
H -0.66 -0.14 4.92 0.10
H 0.53 0.23 6.10 0.12
H 1.27 -0.47 3.20 0.06
H 1.10 -1.65 4.50 0.05
H 2.35 -0.42 4.61 0.06
C 2.78 2.21 -2.50 -0.09
C 3.13 1.90 -1.05 -0.28
N 3.93 0.70 -0.89 -0.19
C 4.00 0.23 0.49 -0.24
C 4.68 1.13 1.52 -0.08
C 5.18 0.66 -1.63 -0.25
C 6.19 1.79 -1.39 -0.08
H 2.31 1.35 -2.98 0.08
H 2.08 3.05 -2.54 0.07
H 3.66 2.50 -3.07 0.06
H 2.18 1.76 -0.51 0.11
H 3.61 2.78 -0.60 0.10
H 4.49 -0.75 0.51 0.11
H 2.98 0.04 0.83 0.11
H 5.77 1.14 1.40 0.06
H 4.48 0.76 2.52 0.07
H 4.32 2.16 1.47 0.06
H 4.94 0.65 -2.70 0.10
H 5.68 -0.30 -1.45 0.12
H 5.73 2.78 -1.41 0.07
H 6.95 1.77 -2.17 0.06
H 6.71 1.67 -0.44 0.05
C -3.17 -0.55 -0.32 -0.09
C -4.56 0.01 -0.61 -0.27
N -5.63 -0.73 0.04 -0.19
C -6.95 -0.40 -0.46 -0.26
C -7.46 1.03 -0.26 -0.08
C -5.52 -0.85 1.49 -0.24
C -5.43 0.44 2.32 -0.08
H -3.12 -1.61 -0.55 0.08
H -2.43 -0.04 -0.94 0.08
H -2.89 -0.40 0.72 0.05
H -4.71 -0.05 -1.70 0.12
H -4.58 1.08 -0.35 0.10
H -7.68 -1.10 -0.04 0.10
H -6.96 -0.61 -1.54 0.11
H -7.74 1.22 0.77 0.06
H -8.35 1.19 -0.87 0.06
H -6.72 1.78 -0.57 0.07
H -4.64 -1.46 1.72 0.10
H -6.36 -1.45 1.86 0.12
H -4.71 1.14 1.91 0.06
H -5.11 0.19 3.33 0.07
H -6.40 0.94 2.40 0.05
C 7.54 3.88 -5.05 -0.09
C 8.90 4.45 -5.45 -0.28
N 9.72 4.83 -4.31 -0.20
C 10.87 5.65 -4.68 -0.25
C 11.94 5.02 -5.57 -0.09
C 9.98 3.80 -3.32 -0.24
C 10.64 2.50 -3.80 -0.08
H 7.01 4.56 -4.39 0.08
H 6.93 3.73 -5.94 0.07
H 7.64 2.91 -4.55 0.06
H 8.71 5.33 -6.06 0.12
H 9.41 3.72 -6.10 0.10
H 11.34 6.03 -3.77 0.11
H 10.49 6.55 -5.19 0.11
H 12.55 4.30 -5.02 0.05
H 12.62 5.79 -5.93 0.07
H 11.51 4.53 -6.44 0.07
H 9.03 3.53 -2.85 0.09
H 10.57 4.21 -2.51 0.12
H 10.17 2.10 -4.71 0.07
H 10.54 1.73 -3.03 0.07
H 11.70 2.63 -3.99 0.05
C -9.52 -2.40 -2.96 -0.09
C -10.93 -2.70 -2.48 -0.27
N -11.16 -2.34 -1.08 -0.19
C -12.39 -2.91 -0.54 -0.25
C -13.72 -2.45 -1.15 -0.09
C -10.90 -0.96 -0.72 -0.24
C -11.65 0.14 -1.48 -0.08
H -8.77 -2.86 -2.31 0.08
H -9.38 -2.80 -3.96 0.07
H -9.32 -1.32 -3.01 0.06
H -11.08 -3.78 -2.59 0.12
H -11.65 -2.21 -3.15 0.10
H -12.42 -2.73 0.54 0.11
H -12.33 -4.00 -0.64 0.11
H -13.97 -1.43 -0.85 0.05
H -14.52 -3.10 -0.80 0.07
H -13.71 -2.50 -2.24 0.07
H -9.82 -0.77 -0.83 0.07
H -11.08 -0.82 0.35 0.12
H -11.62 -0.02 -2.56 0.07
H -11.18 1.11 -1.29 0.07
H -12.68 0.22 -1.16 0.05